A cluster of 4 separate species, C57H42ClF2N2O8S in total, computed with ωB97M-V/def2-TZVPD.

Atoms and positions in Å:
C  -1.04366  8.70394  0.53916
C  -0.98519  7.45937  -0.38887
C  -1.64033  7.62181  -1.70319
Cl  -2.39082  9.17166  -2.19175
C  -1.69582  6.51391  -2.65833
C  -2.43145  6.69917  -4.02535
O  -1.99906  7.33535  -4.92813
O  -3.69048  6.08335  -4.11338
C  -4.69569  6.84454  -3.40116
C  -4.97499  6.35151  -1.92238
C  -6.48324  5.88994  -1.71136
F  -4.16595  5.26667  -1.50649
C  -1.03074  5.25217  -2.24110
N  -1.04005  4.15891  -3.19936
C  -2.17522  3.62117  -3.25862
S  -3.54159  2.94716  -3.68347
C  -0.39091  5.14450  -0.91213
C  0.23262  3.76358  -0.56578
C  -0.80700  2.54256  -0.66527
C  -0.36951  1.49468  -1.76719
F  -0.74472  1.84448  0.58381
N  -0.37622  6.25083  -0.05727
C  0.29764  6.19312  1.26628
H  -2.10952  8.88312  0.83888
H  -0.37671  8.67320  1.42996
H  -0.72390  9.60004  -0.07006
H  -4.44672  7.94354  -3.46469
H  -5.65362  6.72170  -3.98502
H  -4.84591  7.23912  -1.23456
H  -6.86211  5.33940  -2.60872
H  -7.13890  6.73942  -1.38653
H  -6.46104  5.16309  -0.85058
H  0.68495  3.67785  0.45023
H  1.05081  3.57489  -1.31977
H  -1.86175  2.89959  -0.77644
H  0.54025  1.79820  -2.34258
H  -0.12942  0.50243  -1.29092
H  -1.18777  1.31358  -2.51072
H  0.91555  7.13255  1.34953
H  -0.51238  6.20141  2.04990
H  1.01631  5.35297  1.38857
C  -4.74699  -2.38016  -11.34384
C  -4.09705  -2.94706  -10.25072
C  -4.20806  -2.36449  -8.99658
C  -4.96042  -1.20485  -8.83216
C  -5.59231  -0.62304  -9.93325
C  -5.49240  -1.22067  -11.18654
C  -6.35700  0.63966  -9.78367
O  -6.91065  1.14577  -10.73930
C  -6.42701  1.28005  -8.44545
C  -7.09217  2.49459  -8.29867
C  -7.17470  3.09438  -7.05062
C  -6.60082  2.47894  -5.94105
C  -5.93215  1.27087  -6.08430
C  -5.83550  0.67376  -7.33782
C  -5.08740  -0.60019  -7.48423
O  -4.58268  -1.13466  -6.51456
H  -4.66671  -2.84161  -12.32120
H  -3.50499  -3.84588  -10.37790
H  -3.70471  -2.81227  -8.14789
H  -5.99190  -0.78033  -12.04130
H  -7.54331  2.97614  -9.15829
H  -7.68873  4.04237  -6.93999
H  -6.67221  2.94538  -4.96419
H  -5.48306  0.79753  -5.21831
C  -1.05693  -1.69954  2.25451
C  -1.36216  -2.71544  3.15649
C  -0.46321  -3.04753  4.15998
C  0.75041  -2.37277  4.25835
C  1.06614  -1.37132  3.33928
C  0.15442  -1.02951  2.34483
C  2.37643  -0.67627  3.40040
O  2.64981  0.20075  2.60027
C  3.34901  -1.07441  4.44707
C  4.60452  -0.47344  4.48381
C  5.51654  -0.82989  5.46727
C  5.17523  -1.78166  6.42427
C  3.92762  -2.38716  6.38875
C  3.01470  -2.04310  5.39533
C  1.69720  -2.72312  5.34601
O  1.39978  -3.55761  6.17891
H  -1.76394  -1.43454  1.47652
H  -2.30349  -3.24684  3.07733
H  -0.70702  -3.83525  4.86312
H  0.38910  -0.24348  1.63702
H  4.87472  0.27023  3.74345
H  6.49516  -0.36452  5.49058
H  5.88571  -2.05424  7.19612
H  3.67047  -3.13070  7.13395
C  10.32025  -9.13302  8.05600
C  9.87961  -8.37295  9.13618
C  8.67866  -7.68297  9.05720
C  7.91826  -7.74046  7.89259
C  8.37207  -8.48303  6.80111
C  9.56935  -9.18792  6.89079
C  7.59715  -8.51436  5.53551
O  7.98964  -9.16373  4.58554
C  6.33905  -7.73188  5.44721
C  5.62972  -7.70415  4.24971
C  4.44555  -6.98628  4.16075
C  3.95918  -6.30002  5.27057
C  4.66616  -6.32060  6.46496
C  5.86187  -7.02803  6.55362
C  6.62672  -7.01328  7.82516
O  6.20495  -6.41036  8.79412
H  11.25428  -9.67891  8.12241
H  10.47356  -8.32106  10.04133
H  8.33715  -7.09692  9.90227
H  9.91899  -9.77643  6.05087
H  6.00158  -8.23891  3.38358
H  3.89782  -6.96207  3.22555
H  3.02990  -5.74500  5.20174
H  4.28553  -5.78104  7.32435

Computed properties:
Electronic energy in Ha: -3966.563581
Lowest unoccupied orbital energy in eV: -4.44
HOMO energy in eV: -10.627
Charge: +1
Gap between HOMO and LUMO in eV: 6.1877


An isolated molecule of C7H11NO2, computed with ωB97M-V/def2-TZVPD.

Atoms and positions in Å:
C  -1.03236  -1.95184  0.04437
N  -1.15241  -0.56988  -0.19202
C  -2.59265  -0.11048  -0.23320
C  -0.20565  0.30335  -0.01208
C  1.47097  0.42073  0.05123
C  2.57112  -0.44149  -0.09275
O  3.72273  0.05550  -0.01441
O  2.40744  -1.76367  -0.27840
C  1.33887  1.89167  0.38571
C  -0.21847  1.91291  0.06055
H  -0.13588  -2.42252  0.30080
H  -1.69588  -2.41649  0.81205
H  -1.37083  -2.54393  -0.89048
H  -2.70656  0.90296  -0.61346
H  -3.18832  -0.88999  -0.74542
H  -2.88752  0.22626  0.79338
H  3.30938  -2.04972  -0.42455
H  1.61549  2.41854  1.27955
H  2.00783  2.44242  -0.33636
H  -0.48257  2.42367  -0.80149
H  -0.77473  2.16200  0.90698

Computed properties:
Electronic energy in Ha: -478.432581
Relative energy (zero: lowest compared OMol25 entry of this formula, charge and spin) in kJ/mol: 431.12
Lowest unoccupied orbital energy in eV: 0.48
HOMO energy in eV: -7.223
Gap between HOMO and LUMO in eV: 7.7034
SMILES: CN(C)C1=C(C(=O)O)CC1


A structure of composition C22H19IrN5O2S, computed with ωB97M-V/def2-TZVPD.

Atoms and positions in Å:
Ir  -0.42946  -1.18158  -0.00009
C  -4.33506  -3.67258  0.00008
C  -3.50654  -2.41604  0.00005
O  -2.26026  -2.50958  -0.00012
C  -4.22109  -1.19408  0.00023
C  -3.66293  0.06058  0.00023
C  -4.57927  1.24961  0.00035
N  -2.32005  0.27203  0.00010
N  -2.02948  1.54371  0.00007
C  -0.72221  1.84995  -0.00032
O  0.18181  0.97006  -0.00060
C  -0.42247  3.29360  -0.00045
C  -1.46234  4.22995  0.00018
C  -1.17972  5.58314  0.00013
C  0.13713  6.02349  -0.00057
C  1.17447  5.10145  -0.00126
C  0.89707  3.74750  -0.00121
H  -3.71503  -4.56521  -0.00010
H  -4.97949  -3.68775  -0.87983
H  -4.97926  -3.68785  0.88014
H  -5.29901  -1.25749  0.00033
H  -5.61895  0.93345  0.00043
H  -4.38814  1.86853  -0.87586
H  -4.38798  1.86847  0.87655
H  -2.48451  3.88390  0.00073
H  -1.98730  6.30300  0.00063
H  0.35519  7.08323  -0.00060
H  2.20212  5.43994  -0.00185
H  1.70522  3.03364  -0.00181
N  3.70813  -2.66512  -0.00030
C  4.16986  -1.36555  0.00008
C  5.45645  -0.84249  0.00018
C  5.56519  0.53137  0.00074
C  4.42704  1.34994  0.00125
C  3.15414  0.82279  0.00115
C  3.01874  -0.56264  0.00046
N  1.89528  -1.38716  0.00026
C  2.35987  -2.62020  -0.00013
C  1.49811  -3.77475  -0.00034
C  1.83526  -5.09434  -0.00053
S  0.42220  -6.05075  -0.00049
C  -0.52887  -4.62905  -0.00028
N  0.15172  -3.52579  -0.00021
H  4.27299  -3.49660  -0.00061
H  6.32676  -1.48549  -0.00014
H  6.54599  0.98702  0.00085
H  4.55950  2.42381  0.00178
H  2.26928  1.43062  0.00159
H  2.81390  -5.54636  -0.00064
H  -1.60400  -4.66630  -0.00022

Computed properties:
Electronic energy in Ha: -1776.239443
2S+1: 5
Lowest unoccupied orbital energy (alpha / beta) in eV: -2.87 / -4.56
⟨S²⟩: 6.03
HOMO energy (alpha / beta) in eV: -10.500 / -11.397
Charge: +1
Gap between HOMO and LUMO (alpha / beta) in eV: 7.6287 / 6.8328


| no. | largest force on an atom (eV/Å) |
| --- | --- |
| 1 | 2.8 |
| 2 | 7.5 |
| 3 | 1.1 |